This record from the OMol25 dataset describes a structure of composition C5H15N2. The level of theory is ωB97M-V with the def2-TZVPD basis set.

CARTESIAN COORDINATES (ANGSTROEM)
1 C 1.4641 -2.0274 0.7015
2 C -0.1704 -2.3127 -0.9909
3 N 0.4870 -1.5199 -0.2620
4 H 1.1538 -1.7384 1.7041
5 H 2.4279 -1.5673 0.5006
6 H 1.5430 -3.1105 0.6435
7 H -0.0335 -3.3879 -0.9337
8 H -0.8907 -1.9283 -1.7046
9 H 0.3134 -0.2242 -0.3345
10 C -2.2895 0.9628 -0.2458
11 C -1.0212 1.3992 0.4645
12 N 0.1843 1.0533 -0.3274
13 C 1.4179 1.6590 0.2100
14 H -3.1516 1.1703 0.3813
15 H -2.2891 -0.1074 -0.4484
16 H -2.4142 1.4915 -1.1897
17 H -0.9252 0.9054 1.4335
18 H -1.0414 2.4745 0.6368
19 H 0.0446 1.3856 -1.2790
20 H 2.2576 1.4146 -0.4404
21 H 1.3261 2.7410 0.2731
22 H 1.6070 1.2666 1.2074

## Properties
orbital gap	11.249	eV
total charge	+1
max |F|	0.6	eV Å⁻¹
spin multiplicity	1
lowest unoccupied orbital energy	-3.318	eV
energy relative to the best compared isomer or geometry (same formula, charge and spin)	21.2	kcal per mole
calculated total energy	-8401.7591	eV
HOMO	-14.57	eV

Löwdin population analysis, charges in e, atoms 1 to 6:
1. C -0.047
2. C 0.077
3. N -0.072
4. H 0.097
5. H 0.094
6. H 0.090